71
Properties=species:S:1:pos:R:3 method="wB97M-V/def2-TZVPD" s_squared=0.759 e_homo_ha="-0.5158 / -0.5157" total_charge=+2 spin_multiplicity=2
Ru 0.951 -0.558 -0.052
C -0.713 -3.792 2.508
C -0.045 -3.260 1.283
O 0.594 -2.179 1.306
N -0.103 -3.974 0.162
C 0.668 -3.625 -1.026
C -0.001 -2.649 -1.973
C -0.659 -3.143 -3.086
C -1.272 -2.277 -3.977
C -1.199 -0.917 -3.730
C -0.525 -0.482 -2.609
N 0.062 -1.321 -1.742
H -0.622 -3.070 3.313
H -0.251 -4.734 2.807
H -1.769 -3.982 2.310
H -0.601 -4.850 0.176
H 0.848 -4.547 -1.576
H 1.639 -3.257 -0.708
H -0.684 -4.212 -3.251
H -1.788 -2.657 -4.848
H -1.645 -0.193 -4.396
H -0.441 0.571 -2.385
C -0.894 4.298 1.449
C -1.312 2.910 1.060
C -2.641 2.501 1.057
C -2.952 1.194 0.737
C -1.939 0.315 0.405
Br -2.466 -1.471 0.070
N -0.647 0.692 0.349
C -0.366 1.970 0.699
H -1.674 5.019 1.213
H 0.017 4.599 0.933
H -0.707 4.351 2.523
H -3.430 3.196 1.315
H -3.972 0.838 0.751
H 0.676 2.243 0.678
F 6.774 1.244 -2.142
C 6.192 0.078 -2.408
C 5.019 -0.275 -1.761
C 4.480 -1.508 -2.067
F 3.345 -1.900 -1.420
C 5.037 -2.373 -2.978
F 4.475 -3.551 -3.235
C 6.208 -1.990 -3.618
F 6.768 -2.799 -4.493
C 6.791 -0.765 -3.332
F 7.909 -0.412 -3.937
Ge 4.078 0.838 -0.496
S 1.947 1.023 -1.250
C 4.087 -0.069 1.248
C 3.052 -0.264 2.131
F 1.794 0.223 1.816
C 3.161 -0.902 3.346
F 2.105 -1.063 4.129
C 4.410 -1.369 3.729
F 4.556 -1.982 4.884
C 5.502 -1.183 2.891
F 6.693 -1.615 3.251
C 5.321 -0.541 1.678
F 6.389 -0.346 0.900
C 4.716 2.657 -0.406
C 4.736 3.386 -1.585
F 4.305 2.793 -2.710
C 5.191 4.686 -1.643
F 5.196 5.356 -2.784
C 5.648 5.285 -0.476
F 6.085 6.526 -0.506
C 5.642 4.584 0.721
F 6.074 5.162 1.831
C 5.177 3.283 0.741
F 5.180 2.626 1.908



12
Properties=species:S:1:pos:R:3 method="wB97M-V/def2-TZVPD" smiles=C#CCONN e_homo_ha=-0.3101
C -0.586 -0.829 -2.201
C -0.318 -0.393 -1.090
C -0.504 -0.970 0.249
O -0.187 -0.128 1.201
N 0.913 0.530 0.795
N 0.888 1.848 1.234
H -0.220 -0.718 -3.234
H -1.532 -1.282 0.559
H 0.161 -1.956 0.179
H 0.747 0.507 -0.295
H -0.085 2.099 1.540
H 1.648 1.993 1.883



no.,energy (hartree)
1,-8109.98823
2,-302.41633